This record from OMol25 describes C27H69B3I2O11 as an isolated structure at a distorted geometry. The level of theory is ωB97M-V/def2-TZVPD.

Geometry as ORCA input:
```
! wB97M-V def2-TZVPD RIJCOSX def2/J DEFGRID3
* xyz 0 1
C 2.49 -4.07 -0.43
C 3.27 -3.64 -1.67
O 3.21 -2.25 -1.96
C 3.77 -1.40 -0.96
B 2.64 -0.39 -0.54
O 2.78 0.99 -0.62
B 1.58 1.60 -0.44
I 1.38 3.42 0.72
O 0.43 1.11 -0.99
B 0.45 -0.29 -1.01
C -0.46 -1.09 -1.98
C -1.76 -1.68 -1.40
C -1.48 -2.71 -0.32
I -3.28 -3.80 0.11
O 1.39 -0.85 -0.15
H 3.15 -4.68 0.18
H 1.64 -4.70 -0.66
H 2.17 -3.24 0.19
H 2.81 -4.13 -2.52
H 4.29 -4.00 -1.65
H 4.61 -0.85 -1.39
H 4.17 -1.95 -0.11
H 0.09 -1.90 -2.45
H -0.76 -0.40 -2.76
H -2.44 -0.91 -1.03
H -2.28 -2.19 -2.20
H -1.15 -2.21 0.59
H -0.72 -3.41 -0.63
C 4.84 -7.82 -3.00
C 5.39 -7.05 -1.81
C 6.26 -7.94 -0.93
O 4.31 -6.50 -1.04
H 4.22 -8.65 -2.67
H 4.22 -7.17 -3.62
H 5.65 -8.22 -3.62
H 5.97 -6.20 -2.16
H 5.67 -8.77 -0.54
H 6.64 -7.37 -0.08
H 7.10 -8.34 -1.49
H 3.78 -7.24 -0.72
C -1.27 4.36 -3.68
C -2.36 3.68 -2.86
C -2.49 4.30 -1.48
O -2.09 2.28 -2.75
H -0.30 4.25 -3.18
H -1.19 3.90 -4.66
H -1.48 5.42 -3.80
H -3.31 3.76 -3.39
H -1.55 4.18 -0.93
H -3.27 3.80 -0.91
H -2.72 5.36 -1.54
H -1.25 2.18 -2.27
C -6.90 7.45 -3.97
C -5.47 6.95 -4.13
C -5.40 5.71 -5.01
O -4.89 6.68 -2.85
H -7.51 6.69 -3.48
H -6.92 8.34 -3.34
H -7.35 7.69 -4.93
H -4.86 7.74 -4.57
H -5.97 4.90 -4.56
H -4.37 5.37 -5.12
H -5.81 5.91 -6.00
H -5.42 5.99 -2.44
C 3.40 2.46 4.86
C 4.90 2.25 4.81
C 5.61 3.45 4.20
O 5.21 1.07 4.07
H 3.00 2.59 3.85
H 2.90 1.59 5.30
H 3.14 3.34 5.45
H 5.28 2.07 5.82
H 5.28 3.61 3.17
H 6.69 3.28 4.17
H 5.42 4.35 4.77
H 4.88 1.19 3.17
C -1.61 0.99 1.88
C -2.72 0.29 2.65
C -2.86 0.84 4.06
O -2.44 -1.11 2.68
H -0.64 0.84 2.36
H -1.54 0.56 0.87
H -1.80 2.06 1.78
H -3.66 0.40 2.12
H -1.94 0.70 4.62
H -3.66 0.32 4.60
H -3.10 1.91 4.05
H -1.60 -1.24 3.14
C -3.94 8.23 1.47
C -4.54 6.86 1.72
C -3.47 5.78 1.80
O -5.48 6.55 0.68
H -3.40 8.25 0.52
H -4.73 8.99 1.42
H -3.25 8.51 2.27
H -5.12 6.87 2.64
H -2.92 5.73 0.85
H -3.91 4.80 1.98
H -2.76 5.99 2.60
H -4.99 6.55 -0.15
C 1.54 -7.62 2.21
C 1.48 -8.90 1.39
C 1.04 -10.09 2.24
O 2.76 -9.17 0.81
H 2.26 -7.72 3.03
H 1.86 -6.78 1.59
H 0.56 -7.38 2.64
H 0.80 -8.77 0.56
H 1.75 -10.26 3.05
H 1.01 -11.00 1.64
H 0.05 -9.92 2.67
H 3.40 -9.29 1.52
*
```

HOMO energy   -9.1 eV
Lowest unoccupied orbital energy   0.26 eV
Kohn-Sham gap   9.35 eV

Here are the Mulliken charges for atoms 1 to 6, given in e:
1. C -0.778
2. C -0.445
3. O -0.461
4. C -0.677
5. B 0.428
6. O -0.377